(1)
DFT (the ωB97M-V functional and the def2-TZVPD basis) results for a cluster of 7 separate species, C30H56BrFINO8P in total at a distorted geometry.

Results
Kohn-Sham gap in eV: 6.70
Energy in eV: -140024.058
Energy above the lowest of the compared OMol25 structures with the same formula, charge and spin in kJ/mol: 166.16
Total charge: +1

Last column: Löwdin charge in e.
Atoms and positions in Å:
C1 -2.163905 1.791523 2.232281  0.06
C2 -1.979925 1.046762 1.148782  -0.10
C3 -1.442914 0.470453 -0.275434  -0.09
C4 -2.120993 1.179266 -1.555341  -0.26
O1 -3.598969 1.269761 -1.585002  -0.07
C5 -4.001376 2.660849 -1.296628  -0.67
F1 -4.682341 3.365930 -2.390464  -0.04
Br1 -5.064401 2.682166 0.388732  0.80
C6 -2.593975 3.483582 -1.067729  -0.12
N1 -1.738895 2.579576 -1.942363  -0.30
P1 -0.025245 3.015138 -2.245319  0.60
O2 0.812495 1.658953 -2.959193  -0.36
I1 0.935409 3.496451 -0.043633  0.57
H1 -2.330716 2.599963 3.049492  0.08
H2 -1.725226 -0.653396 -0.291288  0.15
H3 -0.293948 0.543483 -0.318228  0.09
H4 -1.802526 0.543238 -2.482973  0.19
H5 -2.253062 3.608995 0.030473  0.10
H6 -2.519799 4.556755 -1.475590  0.16
H7 -2.156861 2.651813 -2.908127  0.13
H8 0.338417 1.451375 -3.820320  0.07
C7 2.883186 -2.345434 1.589011  -0.16
C8 3.542854 -1.027837 1.923231  -0.16
C9 2.452754 -0.033059 1.582653  -0.22
O3 1.199882 -0.693073 1.813528  -0.17
C10 1.448053 -2.094129 2.003960  -0.20
H9 3.329738 -3.201933 2.097496  0.12
H10 2.934568 -2.522737 0.508984  0.12
H11 3.765098 -0.985948 2.995071  0.12
H12 4.469814 -0.848629 1.374873  0.10
H13 2.490765 0.252221 0.525034  0.10
H14 2.507926 0.874030 2.190675  0.11
H15 1.296877 -2.319219 3.065064  0.11
H16 0.733340 -2.677886 1.418360  0.12
C11 -0.443228 -1.539658 7.204503  -0.17
C12 0.599570 -0.449730 7.264742  -0.17
C13 1.861446 -1.198371 6.888310  -0.20
O4 1.468710 -2.258135 6.004124  -0.15
C14 0.038365 -2.374106 6.036299  -0.21
H17 -1.460774 -1.167040 7.070857  0.12
H18 -0.413300 -2.133001 8.124976  0.11
H19 0.380336 0.315320 6.511710  0.11
H20 0.668571 0.039431 8.238380  0.12
H21 2.331206 -1.652833 7.767223  0.11
H22 2.595845 -0.558494 6.392369  0.12
H23 -0.349772 -1.988658 5.086792  0.11
H24 -0.244115 -3.425735 6.127281  0.12
C15 3.472884 -4.503953 10.390083  -0.18
C16 2.760566 -4.899763 9.118088  -0.18
C17 1.311511 -4.912762 9.557796  -0.20
O5 1.183152 -3.931982 10.596196  -0.14
C18 2.495830 -3.522805 11.005895  -0.21
H25 4.462223 -4.072930 10.224217  0.12
H26 3.584594 -5.378331 11.040442  0.12
H27 2.912105 -4.129850 8.353431  0.11
H28 3.090090 -5.856912 8.709054  0.12
H29 1.032544 -5.884458 9.978919  0.12
H30 0.623920 -4.676315 8.741473  0.11
H31 2.662616 -2.507499 10.629224  0.11
H32 2.551632 -3.503219 12.096842  0.12
C19 6.709534 1.541040 -2.214174  -0.18
C20 7.318950 2.042003 -0.925804  -0.18
C21 6.419618 1.408724 0.116142  -0.21
O6 5.949729 0.171403 -0.437004  -0.16
C22 6.274851 0.140432 -1.834013  -0.20
H33 7.397551 1.558111 -3.061613  0.12
H34 5.833894 2.147527 -2.471061  0.11
H35 8.338765 1.655998 -0.823366  0.12
H36 7.356918 3.130576 -0.851281  0.12
H37 5.545820 2.036848 0.322036  0.11
H38 6.939887 1.216112 1.057703  0.12
H39 7.089266 -0.578720 -1.971972  0.12
H40 5.408443 -0.200246 -2.406140  0.12
C23 -4.179259 2.727756 -6.735630  -0.17
C24 -3.328365 3.976835 -6.702017  -0.16
C25 -2.184288 3.555460 -5.803574  -0.22
O7 -2.007628 2.144445 -5.986885  -0.16
C26 -3.133364 1.632088 -6.719498  -0.20
H41 -4.841132 2.670614 -7.600062  0.10
H42 -4.792872 2.672377 -5.829207  0.12
H43 -2.952435 4.196642 -7.706806  0.13
H44 -3.856428 4.858946 -6.334532  0.12
H45 -2.423967 3.728115 -4.746301  0.09
H46 -1.252583 4.076046 -6.039403  0.12
H47 -2.792745 1.393640 -7.731797  0.12
H48 -3.493197 0.714681 -6.248036  0.12
C27 -5.785361 -1.385026 -9.724990  -0.17
C28 -6.935207 -0.408163 -9.803204  -0.17
C29 -6.520891 0.648673 -8.799821  -0.20
O8 -5.086021 0.679800 -8.797178  -0.18
C30 -4.601282 -0.463132 -9.517058  -0.20
H49 -5.683559 -2.015712 -10.610182  0.12
H50 -5.910103 -2.035908 -8.852682  0.12
H51 -6.983482 0.027989 -10.806737  0.12
H52 -7.906232 -0.852902 -9.577234  0.12
H53 -6.852023 0.388552 -7.788672  0.12
H54 -6.909497 1.639204 -9.049750  0.12
H55 -4.200359 -0.110610 -10.473410  0.12
H56 -3.793568 -0.937428 -8.954076  0.12

Forces on atoms 1 to 3 (eV/Å):
1.13 -3.29 -6.23
0.20 4.77 4.69
-1.22 0.29 1.84

(2)
DFT (the ωB97M-V functional and the def2-TZVPD basis) results for a cluster of 8 separate species, C30H56O24 in total at a distorted geometry.

Results
Spin multiplicity: 2
Kohn-Sham gap (alpha / beta) in eV: 8.21 / 1.75
Energy in eV: -81144.839
Total charge: +1

Last column: Löwdin spin population.
Atoms and positions in Å:
C1 13.145100 18.369710 -9.457580  0.00
C2 14.229060 18.681200 -8.450960  0.00
O1 15.374240 18.695990 -9.209230  0.00
C3 15.158470 17.913530 -10.274200  0.00
O2 16.080550 17.454710 -10.970220  0.00
O3 13.849300 17.583130 -10.391600  0.00
H1 12.542630 19.214200 -9.792200  0.00
H2 12.322340 17.796880 -9.029760  0.00
H3 14.407670 17.900050 -7.712040  0.00
H4 14.103170 19.613720 -7.900820  0.00
C4 18.231220 20.474260 -10.396230  0.02
C5 18.119130 21.373530 -11.542670  0.01
O4 18.384060 22.650960 -10.880490  0.04
C6 18.269190 22.488430 -9.567580  0.07
O5 18.324300 23.381060 -8.761090  0.76
O6 17.886680 21.265250 -9.283960  0.08
H5 19.220290 20.077340 -10.167550  0.00
H6 17.616940 19.580750 -10.507590  0.01
H7 17.208920 21.377350 -12.142340  0.00
H8 19.015020 21.166110 -12.127890  0.00
C7 25.373300 19.489000 -13.861600  0.00
C8 26.580210 20.100770 -13.230900  0.00
O7 27.066310 21.189040 -13.921330  0.00
C9 27.942500 21.092230 -15.007720  0.00
O8 28.272350 20.036110 -15.523570  0.00
O9 28.346500 22.405430 -15.348100  0.00
C10 29.490050 22.649990 -16.119830  0.00
H9 25.066980 18.632720 -13.260730  0.00
H10 25.647860 19.178400 -14.869690  0.00
H11 24.500280 20.083120 -14.131720  0.00
H12 27.378470 19.358660 -13.218180  0.00
H13 26.444940 20.506610 -12.228350  0.00
H14 29.869140 21.847020 -16.751990  0.00
H15 30.326260 22.713860 -15.423570  0.00
H16 29.493190 23.598540 -16.656820  0.00
C11 16.740330 17.709350 -15.632620  0.00
C12 17.370770 17.271210 -14.321010  0.00
O10 18.798570 17.173260 -14.619980  0.00
C13 19.649760 18.075070 -14.050880  0.00
O11 19.330370 18.882090 -13.211040  0.00
O12 20.891160 17.819050 -14.508700  0.00
C14 22.064310 18.628780 -14.341930  0.00
H17 17.070950 17.052810 -16.437450  0.00
H18 16.969410 18.753230 -15.846970  0.00
H19 15.655170 17.695720 -15.530900  0.00
H20 16.970510 16.314670 -13.984950  0.00
H21 17.130600 17.940350 -13.494780  0.00
H22 21.717690 19.656040 -14.454620  0.00
H23 22.802170 18.341890 -15.091170  0.00
H24 22.430780 18.489560 -13.324870  0.00
C15 11.753590 14.541360 -20.217270  0.00
C16 12.972120 13.904560 -19.517050  0.00
O13 14.158170 14.739190 -19.566810  0.00
C17 14.414910 15.645760 -18.646530  0.00
O14 13.700310 16.002380 -17.772400  0.00
O15 15.698440 16.241460 -18.811430  0.00
C18 16.632310 15.824220 -19.727640  0.00
H25 10.839660 14.082000 -19.840670  0.00
H26 11.901180 14.714690 -21.283240  0.00
H27 11.652880 15.548010 -19.811560  0.00
H28 13.168910 13.013270 -20.112830  0.00
H29 12.751950 13.563680 -18.505400  0.00
H30 17.644700 16.137000 -19.472050  0.00
H31 16.480670 16.168990 -20.750500  0.00
H32 16.582980 14.740420 -19.832670  0.00
C19 22.922210 22.168330 -12.464350  0.00
C20 24.002550 22.891500 -11.596280  0.00
O16 23.877760 24.260020 -11.852930  0.00
C21 24.458350 25.134170 -11.053410  0.00
O17 24.989300 24.837340 -9.979050  0.00
O18 24.288420 26.393840 -11.691060  0.00
C22 24.612820 27.524600 -10.980690  0.00
H33 22.992810 21.087710 -12.588390  0.00
H34 22.859520 22.552930 -13.482320  0.00
H35 21.950440 22.398620 -12.027630  0.00
H36 24.982240 22.548710 -11.929120  0.00
H37 23.918220 22.633000 -10.540730  0.00
H38 24.013130 27.651740 -10.079410  0.00
H39 24.427620 28.426480 -11.564150  0.00
H40 25.650260 27.515610 -10.646420  0.00
C23 13.096580 21.121210 -13.135140  0.00
C24 12.853300 20.526080 -14.508780  0.00
O19 13.992630 20.556700 -15.376390  0.00
C25 14.040210 19.750230 -16.476710  0.00
O20 13.195240 18.884360 -16.813140  0.00
O21 15.039500 20.184300 -17.205720  0.00
C26 15.304520 19.618520 -18.440000  0.00
H41 12.293370 21.279350 -12.415450  0.00
H42 13.676240 22.044270 -13.141540  0.00
H43 13.782750 20.454870 -12.612400  0.00
H44 12.007250 20.994630 -15.011530  0.00
H45 12.506990 19.506060 -14.342200  0.00
H46 15.716110 18.621200 -18.284950  0.00
H47 16.027880 20.234740 -18.973970  0.00
H48 14.437230 19.520180 -19.092860  0.00
C27 18.543670 13.748210 -14.315500  0.00
C28 19.587280 14.553040 -13.530480  0.00
O22 20.630640 13.799690 -12.941860  0.00
C29 20.589570 13.023240 -11.864350  0.00
O23 19.615900 12.871510 -11.131690  0.00
O24 21.833100 12.472140 -11.737850  0.00
C30 22.103920 11.465330 -10.664660  0.00
H49 17.797550 14.414460 -14.748530  0.00
H50 18.119110 12.963610 -13.689210  0.00
H51 19.059720 13.279260 -15.153290  0.00
H52 19.015720 15.188290 -12.853820  0.00
H53 20.089280 15.141930 -14.298140  0.00
H54 22.352190 10.497800 -11.100940  0.00
H55 21.269380 11.362260 -9.971110  0.00
H56 22.968630 11.772840 -10.076590  0.00

Forces on atoms 1 to 3 (eV/Å):
-1.67 -0.40 1.76
-1.37 0.29 1.99
1.61 0.56 -1.63

(3)
DFT (the ωB97M-V functional and the def2-TZVPD basis) results for a structure of composition C30H57BIrO2P2 at a distorted geometry.

Results
Spin multiplicity: 6
Kohn-Sham gap (alpha / beta) in eV: 6.61 / 5.20
Energy in eV: -58201.555
Energy above the lowest of the compared OMol25 structures with the same formula, charge and spin in kJ/mol: 206.63
Total charge: +2

Last column: Löwdin spin population.
Atoms and positions in Å:
Ir1 0.510600 1.105352 0.113442  1.39
C1 2.297884 -0.388276 2.065798  0.27
C2 2.593077 0.860900 2.665038  0.22
C3 0.260660 0.788847 2.270828  0.04
C4 0.863588 -0.506691 1.856832  0.14
C5 1.396059 1.565854 2.828617  0.26
C6 3.252717 -1.515121 1.950012  0.04
H1 4.179977 -1.228107 1.411493  0.01
H2 2.797230 -2.384045 1.438111  0.00
H3 3.553118 -1.866732 2.957606  0.01
C7 0.214725 -1.842977 2.107416  0.01
H4 0.574970 -2.607635 1.409944  0.00
H5 -0.883823 -1.795681 2.062980  0.00
H6 0.452307 -2.231675 3.110845  0.00
C8 -1.118010 0.874921 2.853059  0.00
H7 -1.165289 0.785970 3.945400  0.00
H8 -1.784721 0.096554 2.462902  0.00
H9 -1.568724 1.836613 2.610820  0.00
C9 1.307838 2.811944 3.618745  0.04
H10 1.858692 2.738136 4.585037  0.01
H11 0.256927 3.054089 3.853498  0.00
H12 1.765784 3.668115 3.075132  0.01
C10 3.939669 1.264171 3.199715  0.03
H13 4.137519 0.821064 4.197271  0.01
H14 3.995927 2.363788 3.318828  0.00
H15 4.757121 0.934556 2.530227  0.00
C11 1.054381 0.863770 -2.023844  0.10
C12 1.945905 0.338426 -0.985448  0.20
C13 3.268821 1.126510 -0.891735  0.04
C14 3.138791 2.572551 -0.387489  0.02
C15 1.676553 2.909210 -0.015836  0.08
C16 0.934956 3.327311 -1.134623  0.42
C17 1.663285 3.318454 -2.482444  0.04
C18 1.647557 1.895458 -3.047214  0.02
H16 3.802852 1.165286 -1.851041  0.00
H17 3.547232 3.221371 -1.192630  0.00
H18 3.968337 0.587438 -0.253668  0.00
H19 2.667758 1.668092 -3.403876  0.00
H20 0.277918 0.169550 -2.443922  0.01
H21 2.205446 -0.761301 -1.048141  0.06
H22 1.076486 1.894664 -3.982488  0.00
H23 1.292901 4.069073 -3.209218  0.00
H24 0.112721 4.044356 -1.069091  0.02
H25 2.715906 3.640340 -2.395764  0.01
H26 3.815784 2.757842 0.450334  0.00
H27 1.574978 3.436865 0.932747  0.01
P1 1.381911 -2.330193 -2.030180  0.52
C19 0.817241 -3.815845 -1.219058  0.08
H28 0.804593 -4.540812 -2.048359  0.02
H29 -0.188812 -3.668683 -0.795458  0.00
H30 1.532943 -4.119865 -0.438947  0.00
C20 0.232558 -2.130288 -3.370556  0.08
H31 0.043094 -3.121463 -3.791018  0.02
H32 0.626933 -1.446169 -4.124930  0.00
H33 -0.713304 -1.724560 -2.990064  0.00
C21 3.093570 -2.613125 -2.488934  0.06
H34 3.436607 -1.812768 -3.154571  0.00
H35 3.186363 -3.608014 -2.931606  0.02
H36 3.678357 -2.540686 -1.556096  0.00
P2 -1.433068 2.393661 -0.713214  0.15
C22 -1.577929 3.793559 0.553942  0.02
H37 -1.763010 4.778139 0.092087  0.00
H38 -0.651432 3.866774 1.144960  0.00
H39 -2.400305 3.580838 1.255648  0.00
C23 -1.334581 2.607661 -2.570285  0.02
H40 -0.498460 3.229567 -2.891732  0.00
H41 -2.244414 3.019639 -3.027935  0.00
H42 -1.151717 1.621582 -3.019046  0.00
C24 -3.190567 1.903105 -0.741922  0.03
H43 -3.846758 2.764836 -0.979172  0.01
H44 -3.465146 1.507044 0.235989  0.00
H45 -3.357997 1.122591 -1.503177  0.00
C25 -2.371448 -3.894158 0.476366  0.00
C26 -2.683669 -2.627651 -0.268737  0.01
C27 -3.497915 -3.127838 -1.412023  0.00
O1 -1.506298 -1.853106 -0.680019  0.06
B1 -1.406547 -0.611364 -0.023214  0.26
O2 -2.567572 -0.496847 0.775921  0.03
C28 -3.508735 -1.596088 0.638173  0.01
C29 -4.810316 -1.162830 0.038075  0.00
C30 -3.889590 -2.152897 1.974843  0.00
H46 -1.640340 -3.786141 1.258039  0.00
H47 -1.987026 -4.665237 -0.198534  0.00
H48 -3.287785 -4.343790 0.900401  0.00
H49 -2.956726 -3.869529 -2.006069  0.00
H50 -4.385748 -3.668977 -1.021439  0.00
H51 -3.817293 -2.389804 -2.122589  0.00
H52 -5.558333 -1.961519 -0.002767  0.00
H53 -5.250569 -0.373879 0.651179  0.00
H54 -4.707122 -0.733627 -0.951270  0.00
H55 -3.057864 -2.531120 2.550917  0.00
H56 -4.321337 -1.384252 2.600037  0.00
H57 -4.638828 -2.935075 1.862140  0.00

Forces on atoms 1 to 3 (eV/Å):
-1.98 -1.80 -0.02
-0.78 -0.16 -0.18
0.35 -0.65 -0.28